[1]
Below is C48H55F9NO4PSSiW as an isolated structure, with properties calculated with wB97M-V/def2-TZVPD.

XYZ file:
```
121
Properties=species:S:1:pos:R:3
W 0.21197 -0.03720 0.40802
S 1.22165 0.29814 -1.87102
P -0.29874 0.23575 2.95779
Si -0.42333 0.47740 -3.18700
F -4.85762 -4.46999 0.11665
F -1.12095 -3.01724 4.95761
F -3.18146 -2.46632 4.61549
F -2.37009 -4.24434 3.71853
F -1.87179 -5.13044 1.41930
F -0.77024 -4.19264 -0.15297
F -4.75783 -2.46899 -0.68166
F -0.03000 -4.09800 1.87147
F -3.10977 -3.82954 -0.98185
O -0.22533 1.67850 -4.26737
O -1.68306 0.73846 -2.16093
O -0.70693 -0.85581 -4.06537
O -1.39316 -1.72749 0.46098
N 1.72789 -1.47904 0.46736
C 0.29920 3.66410 -2.95993
C 2.30300 2.39173 0.82259
C 1.52977 -2.69069 -0.07116
C 2.39783 -3.74101 0.12349
C 3.56046 2.92704 1.05226
C 1.46508 -1.36416 -5.03289
C -3.82621 1.16939 -1.23486
C -4.01255 -3.42296 -0.08839
C 1.53931 0.05088 5.16782
C 0.79730 -0.47970 7.41167
C -3.21327 2.17040 -3.43074
C 4.63495 2.10152 1.36081
C -0.54537 4.81836 2.82608
C 2.05149 1.01837 0.89093
C -4.45286 -2.01554 1.83518
C -0.51724 -2.88586 -5.24760
C 3.17073 0.21091 1.17244
C 2.92978 -1.21802 1.03363
C -3.07194 0.93803 -2.53823
C -1.90970 -2.63300 1.33965
C -0.48631 -0.69286 -6.46169
C -0.51372 2.04526 2.97637
C -0.79526 -0.33574 5.63174
C 1.80583 -0.17137 6.51533
C -3.59152 -0.29258 -3.27515
C 0.40372 2.95762 -4.30941
C -0.31897 3.75580 -5.39069
C -0.40217 4.19732 4.05924
C -3.44388 -2.97346 1.26895
C 3.53811 -3.52893 0.88694
C 4.43909 0.73632 1.41070
C -0.68935 4.05962 1.67933
C -1.90193 -0.64990 2.95534
C 2.65720 0.43238 4.24912
C 0.21920 -0.07187 4.71123
C -1.15782 -4.02621 1.12016
C -0.73340 1.86942 0.49660
C -1.58785 -2.13817 2.80668
C -0.37608 2.81365 4.12723
C -0.51282 -0.53965 6.97053
C -2.08533 -2.96198 4.00958
C -0.68164 2.66379 1.72507
C -3.42828 1.32513 3.21379
C -0.05043 -1.43547 -5.19922
C -4.32657 -0.87041 2.49711
C 3.82647 -2.24163 1.30508
C -3.13880 -0.11601 2.86363
C 1.87169 2.76144 -4.68163
H -4.47132 1.42811 3.51180
H -1.56646 -0.77743 -6.59267
H -3.56155 -3.86908 1.87826
H -0.30339 4.78511 4.96225
H -0.54047 5.89906 2.76272
H -1.82325 -0.37679 5.29872
H -0.75019 3.78296 -2.68171
H -1.32027 -0.74843 7.65997
H 0.65158 -2.78083 -0.69104
H -3.26244 1.99148 2.36464
H -2.68509 2.02580 -4.37291
H -4.26994 2.34554 -3.63832
H -3.29922 -1.18877 -2.73376
H -0.50111 -2.22876 2.87420
H 1.79603 -0.32356 -5.04640
H 0.01087 -1.11141 -7.33824
H -5.26091 -0.39695 2.78053
H -3.59134 0.36934 -0.53514
H 2.30095 1.08192 3.45194
H -0.32156 3.19301 -6.32497
H 3.71114 3.99683 0.97370
H 2.37424 3.72737 -4.74730
H 1.95182 2.25682 -5.64598
H -0.23531 -3.39623 -4.32566
H 4.74759 -2.02359 1.82616
H -0.97260 2.46486 -0.37953
H 1.03084 -0.65593 8.45379
H -1.60304 -2.92346 -5.34107
H 1.75637 -1.79684 -4.07550
H -0.22983 0.36106 -6.37085
H 5.61978 2.51886 1.52608
H 0.81000 3.07390 -2.19665
H -1.35324 3.94342 -5.09928
H -1.44145 0.98259 0.55318
H 4.21319 -4.34328 1.11284
H 2.82821 -0.08865 6.86507
H -2.80544 3.05202 -2.93143
H 3.44823 0.95413 4.78685
H 0.18135 4.71109 -5.55490
H -3.14816 -0.34754 -4.26727
H -4.67613 -0.25864 -3.36691
H -4.90127 1.17328 -1.41366
H 5.27687 0.07671 1.60284
H -3.54280 2.12907 -0.79439
H 2.17803 -4.70847 -0.30284
H -5.46441 -2.37166 1.67058
H -0.06639 -3.40188 -6.09626
H 1.96070 -1.90603 -5.83909
H 0.76134 4.65076 -3.01647
H -0.79460 4.54936 0.71701
H -2.80422 1.66637 4.03312
H -0.24978 2.32976 5.08722
H 3.09251 -0.45827 3.79489
H 1.50820 3.07575 0.55938
H 2.36503 2.15337 -3.92127
```

* charge: 0
* molecular weight: 1155.9 g/mol
* orbital gap (alpha / beta): 0.244 / 0.262 hartree
* LUMO level (alpha / beta): -0.41 / -0.88 eV
* ⟨S²⟩: 2.025
* 2S+1: 3
* highest occupied orbital energy (alpha / beta): -7.06 / -8.00 eV

---

[2]
Below is a 2-piece molecular cluster, C6H16N2 overall, with properties calculated with wB97M-V/def2-TZVPD.

XYZ file:
```
24
Properties=species:S:1:pos:R:3
N 1.92966 -1.52994 0.40834
N -1.06561 0.11261 -0.70444
C 2.44744 1.45528 -0.12585
C -1.84898 0.25640 0.47235
C -3.35264 0.20361 0.19123
C 0.61502 -1.23767 0.40447
C 0.26735 0.06820 -0.42031
C 0.93318 1.38632 0.03188
H -0.00761 -2.06569 0.02526
H 0.69244 -0.11137 -1.40077
H -1.62744 -0.57381 1.14799
H -3.91978 0.74715 0.94411
H 1.00920 -3.52273 -1.52165
H 0.49108 2.24187 -0.47822
H 0.74114 -3.12343 -2.08031
H -3.71366 -0.82466 0.23474
H 2.78638 1.55018 -1.15339
H -1.59494 1.18385 0.99831
H -3.58311 0.61576 -0.78637
H 0.25380 -1.10031 1.45665
H 1.98259 -2.54074 0.27772
H 2.92643 0.61243 0.36901
H 0.71917 1.55178 1.09434
H 2.79986 2.38077 0.32546
```

* charge: 0
* molecular weight: 116.2 g/mol
* orbital gap: 0.218 hartree
* LUMO level: -1.97 eV
* highest occupied orbital energy: -7.90 eV

---

[3]
Below is C6H14N4O3 in the gas phase, with properties calculated with wB97M-V/def2-TZVPD.

XYZ file:
```
27
Properties=species:S:1:pos:R:3
O 4.25524 -0.38933 -1.21383
O 2.62845 -0.91907 -2.78199
O -2.14520 -0.04237 0.00780
N -3.03026 -0.59406 2.79303
N 2.26517 -1.28198 -0.63310
N 2.85160 -0.71808 -1.56688
N 0.21486 -0.34105 0.38696
C 1.00123 -1.42493 0.17733
C 5.07163 -0.22150 -2.32547
C -3.63617 0.35097 1.82005
C -0.85934 -0.03705 -0.52418
C -2.46381 0.94430 0.99859
C 2.35794 -1.46537 0.69303
H -3.94776 1.15781 2.39921
H -3.71308 -0.61314 3.51314
H -4.21566 -0.00385 0.98854
H -2.82448 -1.39196 2.28797
H -2.87042 1.76701 0.42161
H 2.91872 -1.08431 1.42543
H -1.01334 -0.57304 -1.54217
H 4.33686 -0.42883 -3.30692
H 0.78828 0.54053 0.60343
H -0.85622 0.97444 -0.89710
H 5.87539 -0.88957 -2.25790
H 0.43960 -2.28093 -0.08162
H -1.58742 1.03295 1.67128
H 5.49383 0.73520 -2.52537
```

* charge: 0
* molecular weight: 190.2 g/mol
* orbital gap (alpha / beta): 0.293 / 0.294 hartree
* LUMO level (alpha / beta): 0.62 / 0.60 eV
* highest occupied orbital energy (alpha / beta): -7.34 / -7.39 eV

---

[4]
Below is C33H29BrCl3CrN8O5S as an isolated structure, with properties calculated with wB97M-V/def2-TZVPD.

XYZ file:
```
81
Properties=species:S:1:pos:R:3
Br 1.75756 -5.32464 -2.41901
Cr 0.75479 1.28595 -0.69673
Cl -4.62458 1.93341 -4.65258
Cl -2.12605 3.12731 -5.50829
Cl -2.92685 0.50443 -6.51538
S 3.10471 1.90314 -1.59744
O 1.73165 2.58890 -1.74095
O 0.06599 -0.25949 0.31409
O 3.68469 1.48686 -2.81941
O 0.58704 -0.17309 -2.18028
O 2.70451 0.81132 -0.63653
N -2.27771 1.57819 -2.70709
N 1.07905 -3.19927 2.80393
N -2.93298 -0.24159 -3.44026
N 0.80605 2.31261 0.97706
N -0.70140 -1.85778 2.50339
N -1.07408 2.41481 -0.80786
N 0.29247 4.09095 2.16859
N -2.62998 -0.26125 -1.10834
C 2.53155 1.35614 2.58148
C 1.27341 3.40698 2.89584
C 0.55028 -2.64208 0.48633
C 0.96344 -3.79900 -0.17380
C -0.93505 -2.01754 6.20757
C -2.76756 0.45663 -2.16273
C -0.87717 3.68982 -0.06541
C -2.42359 -3.94700 -3.08518
C 0.72361 -1.43395 -1.61316
C 1.59164 2.28197 2.13713
C -2.62076 -1.59040 -1.63303
C 3.12455 1.61479 3.80212
C -0.58518 -2.06082 3.88133
C 1.86741 3.67451 4.12206
C -2.40043 -3.95517 -1.69394
C 0.43573 -1.49057 -0.26104
C 0.93253 -0.07292 -3.59932
C 2.80001 2.75329 4.55734
C 0.05730 3.39603 1.05318
C 1.12234 -2.57776 -2.27246
C -2.64719 -1.61028 -3.03306
C -2.88953 1.58134 -5.12448
C 0.53512 -2.87626 4.04339
C 4.15742 3.03583 -0.76649
C -2.05955 0.92415 -4.04860
C 1.22792 -3.75745 -1.53205
C -1.73813 2.74018 -2.11172
C -2.51154 -2.78500 -0.94768
C 0.20327 -2.82186 6.38869
C -1.35376 -1.62056 4.95320
C -2.57862 -2.75441 -3.78847
C 0.31680 -2.62012 1.93577
C 0.95144 -3.26116 5.31822
H 0.64189 0.92289 -3.90708
H -1.74958 1.85473 -0.27983
H 5.17832 2.74983 -1.00805
H -2.30152 -4.89915 -1.17527
H 3.97096 2.98160 0.30278
H 3.29274 2.91170 5.50607
H 1.61614 4.54746 4.70728
H -1.56886 -1.62305 2.04480
H -0.99899 3.17603 -2.78405
H 3.94315 4.02927 -1.15428
H 2.00147 -0.25173 -3.70073
H -1.82644 4.09806 0.29003
H 2.79324 0.48279 1.99888
H 0.33242 -0.79834 -4.14305
H -0.17072 4.94291 2.44633
H 1.07439 -4.71225 0.39318
H 0.06816 -0.31822 1.29243
H -2.23476 -1.00716 4.82132
H -1.50049 -1.70741 7.07530
H 1.35400 -2.58043 -3.32620
H -0.42938 4.41952 -0.74471
H -2.52192 3.48161 -1.91925
H 0.48669 -3.10795 7.39163
H 3.85988 0.92287 4.18862
H -2.33815 -4.87736 -3.62752
H -3.89720 -0.13728 -3.78928
H -2.51470 -2.81594 0.13288
H 1.81856 -3.89301 5.44785
H -2.63189 -2.73011 -4.86803
```

* charge: +2
* molecular weight: 888.0 g/mol
* orbital gap (alpha / beta): 0.196 / 0.217 hartree
* LUMO level (alpha / beta): -7.58 / -7.00 eV
* ⟨S²⟩: 0.759
* 2S+1: 2
* highest occupied orbital energy (alpha / beta): -12.90 / -12.90 eV

---

[5]
Below is a 2-piece molecular cluster, C20H41IN8O3P overall, with properties calculated with wB97M-V/def2-TZVPD.

XYZ file:
```
74
Properties=species:S:1:pos:R:3
I 5.59609 -2.14636 2.31290
P -1.74867 4.60398 0.25099
O -3.10873 -5.84590 0.54496
O -2.05428 -6.68290 -1.19790
O -1.51297 3.09779 0.16637
N 2.40475 0.09305 0.82998
N -2.23911 6.27522 0.29381
N 3.28518 -3.83552 -1.67093
N -0.41132 5.06927 -0.73546
N 0.82514 -1.45160 -0.13852
N 2.82341 -2.14649 0.87597
N 3.85526 -1.49321 1.46692
N -1.48070 4.71680 1.94988
C -1.65297 -1.91184 -2.03554
C 2.79394 -3.59219 0.70489
C 1.95255 -1.16471 0.48824
C -2.06456 -6.15835 0.07132
C -0.09504 -0.39377 -0.59322
C -3.43989 6.58746 1.06147
C -1.33843 -5.85762 -2.12896
C 0.95961 4.74180 -0.39625
C -0.81691 -5.99626 0.94694
C 3.58112 -0.17717 1.44705
C -0.64118 4.76691 -2.14680
C -1.53908 -0.88289 -0.84709
C -1.36002 -3.38295 -1.58430
C -2.06861 -4.48551 -2.43249
C -1.48837 7.45312 -0.10041
C -2.00851 3.61642 2.75185
C 3.70690 -4.03096 -0.49690
C -0.29201 5.24287 2.58103
C 5.09448 -4.70746 -0.27451
C -0.04955 -6.98105 1.40910
H -0.32484 -5.66347 -1.69145
H 0.02918 6.18468 2.13606
H -4.06026 7.32558 0.54720
H -2.17881 3.93306 3.78388
H -4.05888 5.69898 1.19554
H -0.13706 0.37222 0.21808
H 0.65759 -2.44498 -0.27496
H 3.12226 -4.16046 1.59944
H -1.32713 2.75340 2.75993
H -2.66730 -1.77912 -2.47955
H -1.61666 5.15128 -2.46387
H -2.11319 0.01392 -1.18197
H -0.25904 -3.54382 -1.71750
H -1.61614 -3.47627 -0.50581
H 1.15098 3.66087 -0.38127
H -0.94586 -1.64084 -2.85772
H -0.58481 7.58679 0.49851
H -1.90384 -4.26627 -3.50816
H 0.86371 -6.72258 1.98045
H 1.25313 5.16425 0.56199
H 0.10871 5.24765 -2.77896
H 0.29613 0.14018 -1.48485
H -1.21084 7.42572 -1.15343
H -2.06017 -1.23362 0.07120
H -2.97051 3.28163 2.36330
H 1.78071 -3.97765 0.45061
H 4.25789 0.56361 1.89761
H -3.18195 6.97361 2.05268
H 5.17525 -5.17974 0.73274
H 5.92793 -3.96946 -0.32116
H -0.28776 -8.05289 1.31656
H -0.48980 5.47250 3.63258
H 0.53920 4.52554 2.54871
H -0.56106 -4.96460 1.25828
H -3.15655 -4.56955 -2.24257
H 5.30743 -5.45071 -1.07289
H -1.13246 -6.38227 -3.08774
H 3.97903 -4.18619 -2.33759
H 1.64198 5.20372 -1.11557
H -2.08960 8.35867 0.01647
H -0.62408 3.68663 -2.33921
```

* charge: +1
* molecular weight: 599.5 g/mol
* orbital gap: 0.182 hartree
* LUMO level: -4.78 eV
* highest occupied orbital energy: -9.74 eV

---

[6]
Below is C20H20N6O3S in the gas phase, with properties calculated with wB97M-V/def2-TZVPD.

XYZ file:
```
50
Properties=species:S:1:pos:R:3
S -1.01008 3.44471 -0.17300
O 1.24443 1.62172 4.17626
O 2.76501 -2.77170 0.39037
O 1.46209 2.92524 2.44340
N 0.34676 -1.07602 -0.62650
N 3.32816 -1.01457 1.77818
N 1.46263 1.83081 2.97699
N -1.73090 0.09669 -1.34850
N 2.95853 0.10361 2.47698
N -1.44880 2.08876 2.03435
C 1.34073 -0.85460 0.35036
C 2.53720 -1.61347 0.76811
C -0.61465 -0.05328 -0.55513
C -0.21610 0.79204 0.43840
C -0.86445 -3.03146 -1.67898
C 0.39784 -2.12878 -1.68302
C -0.77720 -4.12247 -2.71798
C -2.54016 5.43533 1.13546
C 1.01146 0.26872 1.05639
C -3.16061 5.86194 2.31945
C -1.91536 4.21067 1.12192
C -2.60720 3.76621 3.37317
C 0.61927 -1.52303 -3.07905
C -1.96491 3.33761 2.21045
C 4.42890 -1.76628 2.41561
C -3.20313 5.03898 3.44143
C -0.35718 -3.61978 -4.13417
C 0.81317 -2.66993 -4.12876
C 1.82108 0.72788 2.22150
C -0.91937 2.00132 0.83809
H 1.73122 -3.18916 -3.85411
H -2.02149 -0.70368 -1.86082
H 4.73312 -1.30217 3.37661
H -3.68374 5.38761 4.34221
H -2.49474 6.05885 0.27726
H 5.27525 -1.76977 1.75184
H 1.52088 -0.91389 -3.03993
H -2.43729 0.75684 -1.01278
H -0.94014 -3.50761 -0.68359
H 4.12036 -2.80716 2.61155
H -0.05900 -4.44555 -4.77281
H -2.67132 3.08506 4.22239
H -1.72343 -2.42986 -1.89228
H 0.98512 -2.19553 -5.12518
H -3.55230 6.88214 2.37290
H -0.17991 -0.84024 -3.36277
H -1.72637 -4.58452 -2.77051
H -1.26638 -3.15385 -4.56200
H -0.04510 -4.86756 -2.37775
H 1.22812 -2.76682 -1.48200
```

* charge: 0
* molecular weight: 424.5 g/mol
* orbital gap: 0.297 hartree
* LUMO level: -0.22 eV
* highest occupied orbital energy: -8.29 eV

---

[7]
Below is a 2-piece molecular cluster, C7H11N4O3P overall, with properties calculated with wB97M-V/def2-TZVPD.

XYZ file:
```
26
Properties=species:S:1:pos:R:3
P -1.34426 0.80924 -1.19964
O 1.96151 -1.17765 -2.83254
O 2.13372 0.70172 -1.80447
O -1.34769 1.37215 0.14702
N -0.72577 -0.71769 -1.35656
N -2.92770 0.53950 -1.76711
N 1.83380 -0.47008 -1.84407
N -0.60998 1.80245 -2.32999
C 1.32130 0.77310 0.92999
C 1.27992 -0.59762 0.63468
C 1.28567 -1.12242 -0.69738
C 1.02072 -1.07639 2.98880
C 1.12919 -1.51543 1.68849
C 1.19674 1.20002 2.23614
C 1.03837 0.28453 3.26507
H -0.72447 2.77949 -2.11470
H -0.63271 -1.01737 -2.31871
H -3.03673 -0.09643 -2.54530
H 1.10036 -2.57154 1.46622
H 1.41780 1.49203 0.13437
H 0.90562 -1.79023 3.79094
H 1.20644 -2.19150 -0.83882
H 0.92080 0.62959 4.28122
H 1.19620 2.25740 2.45081
H -3.53546 0.28345 -1.00342
H -0.76959 1.59971 -3.30464
```

* charge: 0
* molecular weight: 230.2 g/mol
* orbital gap (alpha / beta): 0.270 / 0.270 hartree
* LUMO level (alpha / beta): -1.62 / -1.62 eV
* highest occupied orbital energy (alpha / beta): -8.98 / -8.98 eV

---

[8]
Below is C5H11NO4S in the gas phase, with properties calculated with wB97M-V/def2-TZVPD.

XYZ file:
```
22
Properties=species:S:1:pos:R:3
S -2.25337 0.55372 0.00975
O -2.54728 -2.01233 0.31993
O -2.20872 0.73321 1.46681
O -3.88885 0.42413 -0.27004
O -1.62019 1.51549 -0.82857
N 1.00982 0.26083 0.54277
C 0.56003 1.12187 1.42550
C 1.93038 0.79624 -0.52218
C -1.93403 -1.13103 -0.61434
C 0.63045 -1.04880 0.35549
C -0.51407 -1.24892 -0.85657
H -0.08093 -0.73610 -1.79368
H -0.39848 -2.36171 -1.05901
H 2.64668 1.53972 -0.11278
H -4.22614 0.74130 -1.13549
H 0.16384 -1.53359 1.13568
H 1.39851 -1.60720 -0.02176
H 2.31319 -0.09720 -0.93203
H 0.93532 2.16785 1.26014
H -3.05601 -1.52645 0.97052
H 1.44485 1.52698 -1.30699
H -0.11527 0.67103 2.18627
```

* charge: 0
* molecular weight: 181.2 g/mol
* orbital gap (alpha / beta): 0.202 / 0.202 hartree
* LUMO level (alpha / beta): -0.67 / -0.67 eV
* highest occupied orbital energy (alpha / beta): -6.17 / -6.17 eV

---

Calculated values (kcal per mole) of energy relative to the best compared isomer or geometry (same formula, charge and spin) for the records, taken in order: 53.1, 149.7, 252.4, 110.1, 30.9, 70.0, 39.2, 151.9.
Calculated values (eV) of E_tot for the records, taken in order: -114639.6461, -9455.5834, -18541.5597, -203701.2914, -56846.3221, -46980.0417, -28826.6329, -25873.1162.